Entry i
The following is a DFT calculation (wB97M-V/def2-TZVPD) of a gas-phase ion, H4NO2SSi (charge -1).

Geometry as XYZ:
```
9
Properties=species:S:1:pos:R:3:lowdin_charge:R:1
N -0.3262 0.3589 -0.6656 -0.42
O 1.4132 1.0218 1.1689 -0.62
O 2.1566 1.4146 -1.3908 -0.69
Si -0.6347 -0.9611 0.3358 0.39
S 1.0073 1.5400 -0.1292 0.65
H -1.1057 0.8568 -1.0108 -0.02
H -1.4457 -1.7942 -0.4947 -0.13
H 0.6927 -1.4812 0.7313 -0.06
H -1.7574 -0.9556 1.4551 -0.10
```

Its net charge is -1. The value obtained for the highest occupied orbital energy is -3.752 eV. For the gap between HOMO and LUMO, the calculation gives 7.662 eV.

---

Entry ii
The following is a DFT calculation (wB97M-V/def2-TZVPD) of a gas-phase ion, H4NO2SSi (charge -1).

Geometry as XYZ:
```
9
Properties=species:S:1:pos:R:3:lowdin_charge:R:1
N 0.9632 -1.7719 0.4854 -0.42
O -0.8023 -0.2402 -0.8866 -0.68
O 1.8465 -0.1006 -1.2631 -0.61
Si -1.0369 0.9065 0.1440 0.30
S 0.8512 -1.2034 -0.9068 0.64
H 1.6420 -1.2551 1.1451 0.01
H 0.1427 0.7048 1.0627 -0.07
H -1.2323 2.2393 -0.6172 -0.08
H -2.3741 0.7206 0.8364 -0.10
```

Its net charge is -1. The value obtained for the highest occupied orbital energy is -4.363 eV. For the gap between HOMO and LUMO, the calculation gives 8.420 eV.

---

Entry iii
The following is a DFT calculation (wB97M-V/def2-TZVPD) of 2 unconnected molecules or ions with the total composition H4NO2SSi.

Geometry as XYZ:
```
9
Properties=species:S:1:pos:R:3:lowdin_charge:R:1
N -1.6630 1.7022 -0.1259 -0.27
O 0.8360 -0.7732 -1.3461 -0.62
O -2.9766 -0.3467 -0.1417 -0.54
Si 1.4465 -0.7578 0.0270 0.07
S -1.6147 0.1671 -0.3141 0.80
H -0.8355 2.0963 -0.3234 -0.09
H 1.8386 -2.0504 0.4123 -0.13
H 2.5694 0.3683 0.7121 -0.09
H 0.3991 -0.4059 1.0998 -0.13
```

Its net charge is -1. The value obtained for the highest occupied orbital energy is -4.743 eV. For the gap between HOMO and LUMO, the calculation gives 8.261 eV.

---

Stability order, top to bottom: entry ii, entry i, entry iii

---

Entry i
The following is a DFT calculation (wB97M-V/def2-TZVPD) of a gas-phase ion, C7H8N3 (charge +1).

Geometry as XYZ:
```
18
Properties=species:S:1:pos:R:3:lowdin_charge:R:1
C -2.2540 -1.0048 0.9473 0.01
N -1.3308 -0.3412 0.0608 -0.09
C -0.6197 -0.9821 -0.7455 -0.12
N -0.0039 -1.8034 -1.3452 0.35
C -1.3205 1.1530 -0.2027 0.03
C -0.2250 1.9499 -0.0224 -0.05
C 1.0982 1.6781 0.4892 -0.10
C 1.8632 0.6910 0.0421 -0.03
C 2.8546 -0.1259 -0.1395 -0.19
N 3.8418 -0.7911 -0.3380 0.17
H -3.1316 -0.4305 1.2710 0.11
H -2.4640 -2.0172 0.6275 0.10
H -1.6299 -1.1783 1.9662 0.16
H 0.3319 -2.1267 -2.2282 0.13
H -2.2936 1.3271 -0.5039 0.10
H -0.4733 3.0150 -0.0059 0.13
H 1.4889 2.3308 1.3066 0.14
H 4.2675 -1.3435 -1.1792 0.15
```

Its net charge is +1. The value obtained for the highest occupied orbital energy is -12.010 eV. The SMILES is CN(C#[NH+])/C=C\C=C=C=N. For the gap between HOMO and LUMO, the calculation gives 7.635 eV.

---

Entry ii
The following is a DFT calculation (wB97M-V/def2-TZVPD) of a gas-phase ion, C7H8N3 (charge +1).

Geometry as XYZ:
```
18
Properties=species:S:1:pos:R:3:lowdin_charge:R:1
C 0.3428 0.8537 -2.5398 0.13
C 0.0655 0.5029 -1.2735 -0.27
N 0.0490 1.3409 -0.1580 0.09
C -0.2163 1.2339 1.1954 -0.08
C -0.5007 0.2336 2.0645 0.02
C -0.5033 -1.1300 1.3974 -0.15
N 0.5617 -1.8898 1.0645 0.18
C 0.7466 -1.7478 -0.3210 0.07
C -0.2407 -0.8912 -0.8012 -0.13
N -1.1142 -0.8035 0.2284 0.14
H 0.9750 1.7459 -2.6544 0.09
H 0.1289 0.3331 -3.4176 0.06
H -0.0558 2.2650 -0.5492 0.16
H 0.0275 2.0651 1.7579 0.12
H -0.8423 0.5603 3.0210 0.11
H 0.9119 -2.4567 1.8114 0.18
H 1.3327 -2.2465 -1.0335 0.13
H -1.6681 0.0311 0.2080 0.16
```

Its net charge is +1. The value obtained for the highest occupied orbital energy is -12.860 eV. The SMILES is C=C1[NH+]=CC=C2NC=C1N2. For the gap between HOMO and LUMO, the calculation gives 8.073 eV.

---

Stability order, top to bottom: entry ii, entry i

---

Entry i
The following is a DFT calculation (wB97M-V/def2-TZVPD) of a molecular structure, C51H38AsClN6OTa.

Geometry as XYZ:
```
99
Properties=species:S:1:pos:R:3:lowdin_charge:R:1
Ta 0.5487 0.6992 0.7034 1.83
Cl 7.8105 -0.5250 0.8529 0.77
C 6.1635 -0.1114 1.0998 -0.65
C 5.5514 -0.3985 2.3244 -0.03
C 4.2218 -0.0817 2.5420 0.03
C 3.4965 0.5009 1.5233 -0.28
O 2.1799 0.8134 1.6814 -0.23
C 4.0902 0.7976 0.3085 -0.14
C 3.3515 1.4900 -0.7019 -0.01
N 2.0590 1.6092 -0.7899 0.01
C 1.5360 2.4774 -1.8080 -0.21
C 2.1862 2.9050 -2.9308 0.03
C 1.5671 3.8145 -3.8182 -0.01
C 0.3057 4.2719 -3.5729 0.02
C -0.4012 3.8021 -2.4410 -0.13
C -1.7233 4.1922 -2.1369 0.07
C -2.3605 3.6634 -1.0445 0.01
C -1.6858 2.7282 -0.2638 -0.14
N -0.4299 2.3499 -0.5104 -0.08
C 0.2270 2.8956 -1.5794 -0.21
C 5.4490 0.5078 0.1061 -0.02
H 6.1337 -0.8698 3.1080 0.13
H 3.7451 -0.2816 3.4953 0.14
H 3.9573 1.9995 -1.4457 0.14
H 3.1806 2.5496 -3.1703 0.13
H 2.1102 4.1498 -4.6919 0.13
H -0.1730 4.9779 -4.2427 0.14
H -2.2268 4.9093 -2.7782 0.15
H -3.3723 3.9441 -0.7808 0.13
H -2.1799 2.2729 0.5839 0.10
H 5.9249 0.7456 -0.8409 0.14
C 4.1756 -2.1397 -2.3105 -0.04
C 4.3166 -2.5867 -0.9971 -0.04
C 3.3151 -2.3592 -0.0683 -0.03
C 2.1579 -1.6867 -0.4586 -0.29
C 2.0088 -1.2536 -1.7719 -0.06
C 3.0206 -1.4703 -2.6968 -0.05
N 1.1286 -1.3620 0.4783 -0.07
C 0.7122 -2.2567 1.4118 -0.24
C 0.9037 -3.6556 1.3265 0.00
C 0.4923 -4.4455 2.3561 -0.01
C -0.1253 -3.8950 3.5134 -0.01
C -0.3587 -2.5506 3.6053 0.01
C 0.0381 -1.7364 2.5399 -0.21
N -0.0870 -0.3515 2.5338 -0.11
N -0.4161 0.2230 3.6141 0.13
C -0.3525 1.6011 3.4843 -0.29
C -0.4537 2.3755 4.6258 0.05
C -0.2381 3.7336 4.5268 0.02
C 0.0558 4.2885 3.2819 0.00
C 0.1045 3.4758 2.1800 -0.09
N -0.1151 2.1375 2.2620 -0.03
H 4.9577 -2.3324 -3.0346 0.12
H 5.2167 -3.1098 -0.6946 0.13
H 3.4366 -2.6819 0.9602 0.13
H 1.0804 -0.7802 -2.0768 0.08
H 2.8928 -1.1511 -3.7252 0.12
H 1.3485 -4.0814 0.4366 0.13
H 0.6263 -5.5190 2.2872 0.13
H -0.4209 -4.5494 4.3229 0.13
H -0.8310 -2.1059 4.4708 0.13
H -0.6637 1.8832 5.5665 0.14
H -0.2819 4.3602 5.4093 0.14
H 0.2317 5.3489 3.1661 0.13
H 0.3032 3.8816 1.2006 0.12
C -1.8777 -5.2050 -0.7226 -0.04
C -2.3931 -4.6012 0.4163 -0.06
C -2.3373 -3.2208 0.5604 -0.10
C -1.7760 -2.4457 -0.4471 -0.36
C -1.2544 -3.0451 -1.5890 -0.10
C -1.3030 -4.4265 -1.7226 -0.04
As -1.7216 -0.5181 -0.3396 1.31
C -3.2695 0.0134 0.6833 -0.38
C -3.3037 -0.2823 2.0471 -0.13
C -4.4165 0.0569 2.8059 -0.05
C -5.4927 0.7014 2.2081 -0.04
C -5.4439 1.0244 0.8575 -0.04
C -4.3318 0.6906 0.0950 -0.11
C -2.1292 -0.0753 -2.1599 -0.39
C -3.3687 -0.4531 -2.6644 -0.10
C -3.6792 -0.1767 -3.9857 -0.03
C -2.7532 0.4614 -4.8080 -0.03
C -1.4992 0.7977 -4.3146 -0.05
C -1.1875 0.5279 -2.9864 -0.13
H -1.9397 -6.2803 -0.8419 0.12
H -2.8546 -5.2030 1.1918 0.12
H -2.7671 -2.7708 1.4421 0.09
H -0.8319 -2.4502 -2.3881 0.10
H -0.9123 -4.8923 -2.6191 0.12
H -2.4803 -0.7856 2.5309 0.06
H -4.4448 -0.1873 3.8615 0.12
H -6.3683 0.9535 2.7942 0.12
H -6.2798 1.5307 0.3888 0.12
H -4.3111 0.9568 -0.9539 0.09
H -4.0833 -0.9784 -2.0453 0.12
H -4.6455 -0.4693 -4.3793 0.13
H -3.0082 0.6820 -5.8373 0.12
H -0.7619 1.2607 -4.9616 0.12
H -0.1957 0.7621 -2.6225 0.06
```

Its net charge is +3. The value obtained for the highest occupied orbital energy (alpha / beta) is -15.483 / -15.315 eV. For the gap between HOMO and LUMO (alpha / beta), the calculation gives 5.562 / 5.253 eV.

---

Entry ii
The following is a DFT calculation (wB97M-V/def2-TZVPD) of a molecular structure, C51H38AsClN6OTa.

Geometry as XYZ:
```
99
Properties=species:S:1:pos:R:3:lowdin_charge:R:1
Ta 0.7660 0.6189 0.2735 1.80
Cl 2.8733 3.1951 6.8678 0.77
C 2.4734 2.8280 5.2407 -0.65
C 2.1326 3.8658 4.3600 -0.02
C 1.8228 3.6106 3.0384 0.04
C 1.8162 2.2990 2.5841 -0.29
O 1.6090 2.0107 1.2940 -0.23
C 2.1431 1.2469 3.4559 -0.14
C 2.2066 -0.0921 2.9975 -0.02
N 1.7349 -0.5763 1.8765 -0.01
C 1.9638 -1.9636 1.6110 -0.22
C 2.2734 -2.9339 2.5289 0.02
C 2.5260 -4.2556 2.1074 -0.02
C 2.4739 -4.5901 0.7839 0.02
C 2.1127 -3.6155 -0.1760 -0.12
C 2.0227 -3.8773 -1.5597 0.06
C 1.6219 -2.8839 -2.4116 -0.01
C 1.2909 -1.6355 -1.8873 -0.15
N 1.4062 -1.3294 -0.5990 -0.05
C 1.8303 -2.3096 0.2598 -0.17
C 2.5004 1.5317 4.7908 -0.02
H 2.1351 4.8828 4.7295 0.13
H 1.6013 4.4175 2.3533 0.14
H 2.7121 -0.7852 3.6651 0.14
H 2.3279 -2.7192 3.5878 0.12
H 2.7723 -5.0030 2.8484 0.13
H 2.6945 -5.5982 0.4587 0.14
H 2.2593 -4.8667 -1.9313 0.15
H 1.5240 -3.0493 -3.4747 0.14
H 0.8904 -0.8639 -2.5303 0.10
H 2.7837 0.7318 5.4632 0.13
C 5.2913 -0.1422 -2.5104 -0.04
C 5.1235 0.4046 -1.2505 -0.04
C 3.8980 0.9540 -0.8811 -0.02
C 2.8388 0.9396 -1.7820 -0.32
C 3.0064 0.3898 -3.0515 -0.07
C 4.2326 -0.1385 -3.4144 -0.03
N 1.5367 1.4288 -1.3776 -0.10
C 1.0765 2.6247 -1.9412 -0.19
C 1.6768 3.3277 -2.9778 0.03
C 1.0802 4.4978 -3.4212 0.01
C -0.1076 4.9969 -2.8599 -0.02
C -0.7012 4.3267 -1.8212 0.03
C -0.0939 3.1450 -1.3673 -0.21
N -0.5333 2.3841 -0.3104 -0.06
N -1.5125 2.7637 0.3739 0.17
C -1.7736 1.8811 1.4269 -0.30
C -3.0247 2.1144 2.0995 0.01
C -3.3978 1.3022 3.0877 0.05
C -2.5095 0.2271 3.5960 -0.16
C -1.2442 -0.0667 2.7316 -0.18
N -0.9147 0.9267 1.6671 -0.03
H 6.2462 -0.5587 -2.7993 0.12
H 5.9521 0.4295 -0.5559 0.12
H 3.7921 1.4413 0.0770 0.10
H 2.1830 0.3875 -3.7560 0.13
H 4.3678 -0.5463 -4.4070 0.12
H 2.5994 2.9896 -3.4236 0.12
H 1.5494 5.0453 -4.2283 0.13
H -0.5406 5.9102 -3.2418 0.13
H -1.6102 4.6782 -1.3541 0.13
H -3.6263 2.9371 1.7418 0.13
H -4.3515 1.4384 3.5851 0.15
H -2.1855 0.5618 4.5877 0.17
H -0.3835 -0.1082 3.3974 0.14
C -1.3566 -4.5445 -3.2405 -0.04
C -1.2548 -4.5802 -1.8554 -0.06
C -1.3555 -3.4080 -1.1223 -0.11
C -1.5748 -2.1982 -1.7788 -0.37
C -1.6760 -2.1591 -3.1659 -0.09
C -1.5659 -3.3381 -3.8930 -0.05
As -1.6616 -0.6009 -0.6999 1.36
C -2.8272 0.6390 -1.5881 -0.38
C -4.0507 1.0388 -1.0633 -0.10
C -4.8407 1.9348 -1.7716 -0.04
C -4.4133 2.4257 -2.9972 -0.04
C -3.1869 2.0333 -3.5176 -0.05
C -2.3872 1.1483 -2.8104 -0.14
C -2.4395 -1.2473 0.9225 -0.33
C -3.7012 -1.4828 1.2767 0.01
C -3.7826 -1.9588 2.6837 -0.11
C -3.1773 -1.1295 3.8109 -0.11
C -2.3625 -2.1893 3.1446 -0.11
C -1.5066 -1.4570 2.1072 -0.21
H -1.2884 -5.4610 -3.8107 0.12
H -1.1167 -5.5251 -1.3463 0.12
H -1.2963 -3.4496 -0.0407 0.10
H -1.8694 -1.2290 -3.6836 0.09
H -1.6648 -3.3148 -4.9699 0.12
H -4.3930 0.6663 -0.1087 0.08
H -5.7968 2.2410 -1.3692 0.12
H -5.0389 3.1128 -3.5502 0.12
H -2.8556 2.4136 -4.4748 0.12
H -1.4263 0.8519 -3.2203 0.10
H -4.5747 -1.3911 0.6458 0.13
H -4.5784 -2.6304 2.9722 0.16
H -3.6008 -1.3131 4.7883 0.16
H -2.0329 -3.0947 3.6315 0.16
H -0.5871 -1.9869 1.8501 0.12
```

Its net charge is +3. The value obtained for the highest occupied orbital energy is -15.854 eV. For the gap between HOMO and LUMO, the calculation gives 5.932 eV.

---

Stability order, top to bottom: entry i, entry ii

---

Entry i
The following is a DFT calculation (wB97M-V/def2-TZVPD) of a molecular structure, C8H8.

Geometry as XYZ:
```
16
Properties=species:S:1:pos:R:3:lowdin_charge:R:1
C -1.3034 -0.2678 0.8358 -0.14
C -2.4254 0.1323 0.4240 0.04
C 0.6868 -1.3745 -0.2194 -0.10
C 1.8124 -0.5825 0.1765 -0.09
C 1.7227 0.8172 0.2991 -0.06
C 0.4755 1.4662 -0.0631 -0.06
C -0.5562 0.7215 -0.6319 -0.13
C -0.4833 -0.6923 -0.5656 -0.31
H -0.4421 -0.7851 1.3680 0.14
H -3.2985 0.3439 -0.1389 0.05
H 0.5281 -2.4711 -0.1386 0.13
H 2.8326 -1.0091 0.3246 0.11
H 2.5966 1.3002 0.6172 0.08
H 0.4765 2.5169 -0.1602 0.09
H -1.3831 1.2255 -1.1035 0.12
H -1.2392 -1.3413 -1.0240 0.14
```

The value obtained for the highest occupied orbital energy is -6.440 eV. For the gap between HOMO and LUMO, the calculation gives 6.530 eV.

---

Entry ii
The following is a DFT calculation (wB97M-V/def2-TZVPD) of 2 unconnected molecules or ions with the total composition C8H8.

Geometry as XYZ:
```
16
Properties=species:S:1:pos:R:3:lowdin_charge:R:1
C 0.9591 1.3138 -0.4495 -0.08
C 0.3680 1.1600 0.8462 -0.07
C 0.3751 -0.2506 1.3273 -0.06
C 0.8474 -1.3477 0.4990 -0.08
C 1.6031 -0.9794 -0.6118 -0.15
C 1.6671 0.2605 -1.0443 -0.15
H 1.0057 2.3373 -0.9419 0.12
H -0.0219 1.9690 1.2794 0.04
H -0.0628 -0.5749 2.2398 0.07
H 0.7948 -2.3672 0.9587 0.11
H 2.3994 -1.7321 -0.9883 0.14
H 2.2719 0.6325 -1.7912 0.08
C -2.8073 0.3344 -0.0180 -0.04
C -3.2986 -0.4660 -0.7596 -0.04
H -2.2929 1.1019 0.6147 0.04
H -3.8080 -1.3916 -1.1603 0.05
```

The value obtained for the highest occupied orbital energy is -9.196 eV. The SMILES is c1ccccc1.C#C. For the gap between HOMO and LUMO, the calculation gives 10.205 eV.

---

Entry iii
The following is a DFT calculation (wB97M-V/def2-TZVPD) of C8H8 in the gas phase.

Geometry as XYZ:
```
16
Properties=species:S:1:pos:R:3:lowdin_charge:R:1
C 2.3121 -0.6622 0.6466 -0.16
C 1.0972 -0.1506 0.8509 -0.09
C 2.7662 -0.5685 -0.4835 0.10
C 0.5190 0.9674 0.1508 -0.20
C 0.6881 2.0752 -0.5133 0.11
C -0.2735 -0.2826 0.3114 -0.41
C -1.4902 -0.3419 1.2288 -0.02
C -0.3985 -1.0997 -0.9907 -0.02
H 1.4920 2.7905 -0.6104 0.07
H -0.1288 2.3340 -1.2504 0.10
H -1.4040 0.3390 2.1184 0.10
H -1.6394 -1.3314 1.6227 0.07
H -2.4495 -0.2090 0.7982 0.06
H -0.7475 -2.1208 -0.7292 0.08
H 0.7297 -1.1056 -1.3164 0.08
H -1.0728 -0.6340 -1.8340 0.12
```

The value obtained for the highest occupied orbital energy is -9.413 eV. For the gap between HOMO and LUMO, the calculation gives 8.010 eV.

---

Stability order, top to bottom: entry ii, entry i, entry iii